(1)
{
  "formula": "C4H9NO2",
  "method": "ωB97M-V with the def2-TZVPD basis set",
  "homo_ev": -9.65,
  "e_above_lowest_ev": 1.9768,
  "orbital_gap_ev": 10.46,
  "total_charge": 0,
  "smiles": "N[C@H](CO)CC=O",
  "elements": ["O", "O", "N", "C", "C", "C", "C", "H", "H", "H", "H", "H", "H", "H", "H", "H"],
  "positions_angstrom": [[0.531, -1.572, -2.059], [0.590, 2.383, 1.504], [-1.081, 0.689, -0.846], [0.043, -0.019, -0.234], [0.161, -1.449, -0.685], [-0.140, 1.458, 1.775], [0.197, 0.069, 1.312], [-1.035, 1.677, 2.377], [0.968, 0.464, -0.601], [0.984, -0.754, -2.293], [0.862, -2.014, -0.062], [-0.813, -1.955, -0.611], [-0.309, -0.755, 1.774], [-0.817, 1.604, -1.177], [-1.419, 0.150, -1.640], [1.278, 0.023, 1.468]]
}

---

(2)
{
  "formula": "C4H9NO2",
  "method": "ωB97M-V with the def2-TZVPD basis set",
  "homo_ev": -8.72,
  "e_above_lowest_ev": 4.7243,
  "orbital_gap_ev": 9.56,
  "total_charge": 0,
  "smiles": "C=[N+]([O-])CCOC",
  "elements": ["O", "O", "N", "C", "C", "C", "C", "H", "H", "H", "H", "H", "H", "H", "H", "H"],
  "positions_angstrom": [[2.103, 0.699, -0.130], [-1.730, 0.335, 0.094], [1.439, -0.329, 0.141], [1.468, -1.420, -0.550], [-1.469, 0.467, -1.290], [-0.802, 0.882, 0.938], [0.591, -0.250, 1.299], [-1.257, 1.036, 1.911], [0.861, -2.260, -0.268], [-0.306, 1.773, 0.551], [2.097, -1.472, -1.420], [-2.423, 0.335, -1.796], [-0.766, -0.293, -1.640], [1.109, 0.242, 2.114], [0.151, -1.201, 1.570], [-1.066, 1.456, -1.524]]
}

---

(3)
{
  "formula": "C4H9NO2",
  "method": "ωB97M-V with the def2-TZVPD basis set",
  "homo_ev": -9.04,
  "e_above_lowest_ev": 1.4190,
  "orbital_gap_ev": 9.93,
  "total_charge": 0,
  "smiles": "CNCC(=O)OC",
  "elements": ["O", "O", "N", "C", "C", "C", "C", "H", "H", "H", "H", "H", "H", "H", "H", "H"],
  "positions_angstrom": [[1.122, 0.404, 0.078], [1.456, -1.785, 0.506], [-1.606, -0.519, 0.094], [0.774, -0.793, 0.597], [-0.637, -0.761, 1.155], [-1.872, 0.884, -0.200], [2.194, 0.379, -0.863], [-1.316, -1.007, -0.747], [1.796, 0.079, -1.839], [2.583, 1.395, -0.923], [-2.543, 1.293, 0.565], [2.968, -0.326, -0.555], [-2.390, 0.953, -1.161], [-0.973, 1.515, -0.248], [-0.817, -1.732, 1.628], [-0.740, 0.022, 1.914]]
}

---

What is the formula in the second record?
C4H9NO2